1.
Density functional theory data (the ωB97M-V functional and the def2-TZVPD basis) for 2 unconnected molecules or ions with the total composition C2H2N3O6S at a distorted geometry.

Properties
Energy above the lowest of the compared OMol25 structures with the same formula, charge and spin ... 1.44 kcal/mol
Charge ... -1
Frontier orbital gap ... 8.20 eV
2S+1 ... 1

Atoms and positions in Å:
S  -1.729  -0.565  2.490
O  1.091  2.023  -2.139
O  -1.753  -0.825  -0.397
O  0.595  -0.049  -2.336
O  -0.231  1.365  1.782
O  2.006  -2.468  -1.360
O  1.050  -1.091  0.241
N  -1.208  0.499  1.352
N  -0.180  1.211  -0.630
N  0.441  1.049  -1.762
C  1.489  -1.753  -0.608
C  -1.125  0.113  -0.008
H  -0.516  -1.191  2.539
H  0.071  1.684  0.838

***

2.
Density functional theory data (the ωB97M-V functional and the def2-TZVPD basis) for 2 unconnected molecules or ions with the total composition C5H8N2O2S at a distorted geometry.

Properties
Energy above the lowest of the compared OMol25 structures with the same formula, charge and spin ... 174.87 kcal/mol
Frontier orbital gap ... 9.25 eV
2S+1 ... 1
SMILES ... CC=C=[N+]([O-])O.CSC#N

Atoms and positions in Å:
S  2.762  -1.237  -1.045
O  -0.757  -1.369  -1.264
O  -0.695  -1.838  0.834
N  -1.089  -0.956  -0.188
N  1.218  0.818  0.126
C  -1.692  0.125  0.106
C  1.758  -0.012  -0.471
C  -3.695  1.480  0.782
C  -2.212  1.319  0.402
C  4.411  -0.583  -0.654
H  -3.828  1.633  1.807
H  -4.242  2.326  0.393
H  4.817  -1.577  -0.831
H  -1.528  2.112  0.374
H  -0.537  -2.620  0.298
H  -4.211  0.551  0.347
H  4.881  0.178  -1.420
H  4.638  -0.347  0.404

***

3.
Density functional theory data (the ωB97M-V functional and the def2-TZVPD basis) for 2 unconnected molecules or ions with the total composition C4H13N3O.

Properties
Energy above the lowest of the compared OMol25 structures with the same formula, charge and spin ... 54.47 kcal/mol
Frontier orbital gap ... 10.33 eV
2S+1 ... 1
SMILES ... [H]/N=C(\N)ON.CCC

Atoms and positions in Å:
O  -1.844  -0.635  0.752
N  -2.222  1.339  -0.221
N  -1.405  -0.511  -1.470
N  -1.486  -2.002  0.661
C  1.637  0.137  -0.348
C  -1.809  0.053  -0.410
C  0.983  1.354  0.295
C  2.186  -0.814  0.708
H  -0.470  -2.043  0.568
H  0.897  -0.387  -0.965
H  0.555  2.011  -0.457
H  2.610  -1.702  0.249
H  1.724  1.918  0.863
H  0.192  1.053  0.979
H  -1.418  0.072  -2.295
H  -2.415  1.920  -1.013
H  2.963  -0.327  1.290
H  2.450  0.460  -1.006
H  -1.870  -2.345  -0.225
H  -2.658  1.570  0.650
H  1.403  -1.122  1.395

***

4.
Density functional theory data (the ωB97M-V functional and the def2-TZVPD basis) for a molecular structure, H26O13 at a distorted geometry.

Properties
Energy above the lowest of the compared OMol25 structures with the same formula, charge and spin ... 228.27 kcal/mol
Frontier orbital gap ... 8.52 eV
2S+1 ... 1

Atoms and positions in Å:
O  -1.418  55.008  53.382
O  -0.122  48.626  51.642
O  1.709  55.346  51.591
O  0.778  53.205  52.595
O  2.141  52.713  51.320
O  3.200  53.067  48.806
O  2.892  51.173  55.021
O  -0.974  53.721  50.491
O  -0.698  51.640  49.831
O  4.207  55.182  52.547
O  5.690  53.109  50.993
O  3.476  53.146  53.518
O  2.221  50.037  51.591
H  0.386  52.654  53.172
H  2.783  52.607  49.476
H  -2.210  54.569  53.748
H  0.243  47.637  51.581
H  4.967  53.535  51.385
H  1.091  54.820  51.946
H  2.386  53.587  48.589
H  3.023  52.980  52.755
H  2.177  51.696  51.483
H  0.683  49.193  51.566
H  2.953  49.572  51.881
H  1.200  53.048  51.637
H  2.125  50.972  55.442
H  2.290  49.845  50.607
H  1.747  55.297  50.667
H  -0.277  50.824  49.498
H  -0.795  52.889  50.327
H  -1.879  54.016  50.304
H  2.858  51.612  54.174
H  4.061  54.747  53.395
H  0.109  53.454  51.924
H  -0.811  54.330  53.060
H  3.220  55.161  52.228
H  -1.385  51.313  50.293
H  4.288  52.873  53.361
H  5.406  53.270  50.146

***

5.
Density functional theory data (the ωB97M-V functional and the def2-TZVPD basis) for C5H6O2 in the gas phase.

Properties
Energy above the lowest of the compared OMol25 structures with the same formula, charge and spin ... 181.69 kcal/mol
Frontier orbital gap (spin up / spin down) ... 6.81 / 6.81 eV
2S+1 ... 1

Atoms and positions in Å:
O  -1.453  1.569  0.266
O  2.048  -1.473  -0.636
C  -1.101  -1.065  1.383
C  -0.789  -1.063  -0.068
C  -0.236  1.349  -0.091
C  0.200  -0.032  -0.303
C  1.621  -0.341  -0.568
H  -1.778  -0.580  -0.313
H  2.276  0.539  -0.720
H  -0.666  -2.046  -0.521
H  0.557  1.555  0.723
H  -0.944  -0.056  1.805
H  0.236  1.994  -0.883

***

6.
Density functional theory data (the ωB97M-V functional and the def2-TZVPD basis) for C7H11N in the gas phase at a distorted geometry.

Properties
Energy above the lowest of the compared OMol25 structures with the same formula, charge and spin ... 200.95 kcal/mol
Frontier orbital gap ... 8.94 eV
2S+1 ... 1
SMILES ... C1=C\CCNC\C=C/1

Atoms and positions in Å:
N  1.187  -1.561  -0.261
C  0.412  1.633  -0.147
C  -1.269  1.327  -0.274
C  1.640  0.964  0.032
C  -0.192  -0.964  -0.058
C  -1.721  -1.340  -0.193
C  2.012  -0.430  -0.183
C  -2.042  0.133  0.074
H  1.391  -2.196  0.592
H  -0.265  -0.040  -0.663
H  0.442  2.793  -0.109
H  -2.108  -1.601  -1.115
H  -1.983  2.190  -0.291
H  -2.930  0.477  0.424
H  2.409  1.628  0.564
H  -1.981  -1.772  0.816
H  2.483  -0.621  0.948
H  2.843  -0.175  -1.170
H  -0.328  -0.446  1.015

***

7.
Density functional theory data (the ωB97M-V functional and the def2-TZVPD basis) for a molecular structure, C22H16Br2F5NO8SnTe at a distorted geometry.

Properties
Energy above the lowest of the compared OMol25 structures with the same formula, charge and spin ... 3.06 kcal/mol
Charge ... -2
Frontier orbital gap ... 7.45 eV
2S+1 ... 1

Atoms and positions in Å:
Te  2.119  4.191  -0.295
Sn  -2.045  -0.240  1.047
Br  4.422  -2.292  3.467
Br  3.400  -0.524  5.945
F  2.932  3.094  1.056
F  3.773  4.984  -0.417
F  2.676  3.151  -1.765
F  1.765  5.457  1.052
F  1.546  5.396  -1.613
O  0.029  -1.584  4.584
O  0.177  -2.174  -1.961
O  -5.788  -2.601  0.850
O  -0.329  0.907  -0.307
O  -1.074  -1.610  -0.255
O  -0.265  -0.951  2.485
O  0.515  3.462  -0.199
O  -4.012  -1.331  0.369
N  -2.697  -2.049  2.449
C  2.175  0.175  -2.959
C  -3.908  -2.625  2.342
C  -4.359  -3.392  3.371
C  -0.748  0.723  -2.635
C  -2.520  0.393  -4.259
C  -3.522  -3.633  4.471
C  -0.625  -1.556  3.534
C  1.530  0.248  -1.728
C  3.574  0.210  -3.009
C  4.367  0.175  -1.845
C  0.075  0.147  -1.552
C  -1.890  -2.381  3.465
C  3.082  -1.038  4.155
C  -0.234  -1.338  -1.161
C  -2.359  1.725  -4.597
C  2.419  0.340  -0.588
C  -1.794  -0.089  -3.193
C  -0.510  1.981  -3.143
C  -1.404  2.524  -4.071
C  -4.632  -2.235  1.031
C  -2.253  -3.118  4.551
C  3.780  0.291  -0.576
H  -1.337  3.572  -4.453
H  5.422  0.172  -2.011
H  4.057  0.163  -3.982
H  0.337  2.518  -2.766
H  4.319  0.476  0.344
H  -3.215  -0.253  -4.950
H  -1.530  -3.087  5.359
H  1.972  0.596  0.413
H  1.609  0.098  -3.833
H  -5.389  -3.851  3.342
H  -3.920  -4.249  5.288
H  -0.086  1.819  -0.305
H  -1.925  -1.114  -2.815
H  2.161  -1.586  4.144
H  -2.992  2.098  -5.416
H  3.131  -0.186  3.543

***

8.
Density functional theory data (the ωB97M-V functional and the def2-TZVPD basis) for a molecular structure, C57H61NOP2SSiTi.

Properties
Charge ... +2
Frontier orbital gap ... 7.14 eV
2S+1 ... 1

Atoms and positions in Å:
Ti  -0.016  -0.185  0.012
S  -1.694  -3.010  1.297
P  0.605  -0.138  2.592
P  -2.443  1.061  -0.925
Si  -0.076  2.313  0.727
O  -1.064  -1.836  0.524
N  1.595  -0.168  -0.946
C  4.083  -0.427  -1.137
C  2.110  -1.147  2.699
C  1.330  -0.873  -2.238
C  -2.977  1.437  -5.018
C  -2.090  4.156  1.658
C  0.925  1.513  3.261
C  0.098  -0.872  -4.952
C  1.610  4.053  4.124
C  -5.111  -2.037  -1.280
C  -2.808  2.560  0.021
C  6.559  -0.739  -1.316
C  -3.296  4.824  1.531
C  0.789  3.300  -0.616
C  -0.406  -2.158  4.267
C  -2.316  -4.063  0.002
C  1.684  2.981  5.007
C  -4.883  0.267  0.250
C  -3.999  -1.217  -1.414
C  0.771  2.590  2.387
C  -5.988  -0.561  0.394
C  -3.890  -0.031  -0.684
C  1.143  3.861  2.833
C  4.374  1.282  1.040
C  1.922  -0.106  -3.431
C  5.354  -0.133  -0.650
C  -2.549  -0.606  5.127
C  -3.221  -2.403  1.967
C  1.466  -3.041  -3.524
C  -4.249  4.389  0.614
C  -1.994  2.935  -2.908
C  -3.011  0.924  -3.730
C  3.337  -3.034  1.820
C  -6.117  -1.704  -0.383
C  2.212  -2.224  1.820
C  -0.197  -0.894  -2.475
C  -1.636  -0.084  4.223
C  4.278  -1.704  3.586
C  2.940  0.121  -0.554
C  -2.440  2.693  -5.258
C  -1.817  3.020  0.887
C  1.611  -0.845  -4.737
C  -2.517  1.664  -2.656
C  -0.046  -3.056  -3.747
C  4.374  -2.770  2.702
C  3.152  -0.896  3.589
C  -4.007  3.257  -0.141
C  2.153  -2.277  -4.662
C  1.763  -2.353  -2.189
C  3.122  0.981  0.526
C  -0.560  -0.860  3.786
C  -2.394  -1.904  5.600
C  -0.554  -1.616  -3.788
C  1.341  1.710  4.579
C  4.499  2.211  2.216
C  5.490  0.714  0.442
C  -1.323  -2.676  5.172
C  -1.952  3.442  -4.197
H  -1.642  3.553  -2.092
H  -6.758  -0.302  1.109
H  -3.213  -1.517  -2.097
H  -1.641  -1.606  -3.902
H  -1.187  -3.677  5.560
H  5.086  -1.498  4.274
H  1.484  0.898  -3.445
H  5.258  -3.393  2.701
H  -3.370  0.005  5.475
H  3.406  -3.863  1.127
H  -2.972  -1.584  2.641
H  1.979  -2.790  -5.610
H  -1.355  4.529  2.359
H  -4.811  1.155  0.862
H  -1.751  0.936  3.873
H  -3.491  5.701  2.134
H  5.542  2.428  2.438
H  -0.538  -3.616  -2.943
H  2.996  0.024  -3.324
H  -0.729  -1.449  -1.676
H  6.615  -0.444  -2.365
H  -1.549  4.431  -4.368
H  2.090  -0.314  -5.561
H  -5.177  4.931  0.496
H  3.988  3.156  2.027
H  0.652  4.369  -0.429
H  2.812  -2.467  -1.934
H  -3.646  -3.224  2.547
H  1.069  4.714  2.168
H  3.235  -2.262  -4.503
H  -0.568  0.132  -2.545
H  1.196  -2.842  -1.384
H  4.029  -1.084  -1.988
H  -3.097  -2.304  6.318
H  2.263  1.445  0.984
H  -4.748  2.914  -0.854
H  1.413  -2.439  1.114
H  -1.464  -4.543  -0.475
H  -2.950  -4.818  0.466
H  0.372  3.082  -1.600
H  -3.456  -0.048  -3.584
H  1.844  -4.065  -3.486
H  -0.147  -1.374  -5.891
H  4.047  1.772  3.109
H  -3.381  0.854  -5.834
H  1.899  5.042  4.453
H  -0.293  -3.559  -4.685
H  2.013  3.138  6.026
H  0.445  -2.755  3.964
H  7.480  -0.424  -0.830
H  -3.895  -2.085  1.175
H  1.857  3.085  -0.653
H  -2.887  -3.464  -0.706
H  1.384  0.879  5.273
H  6.517  -1.829  -1.284
H  -6.990  -2.334  -0.285
H  -2.417  3.092  -6.263
H  -5.193  -2.934  -1.881
H  6.479  0.945  0.819
H  3.106  -0.062  4.274
H  -0.293  0.148  -5.016